[1]
77
Properties=species:S:1:pos:R:3:forces:R:3:mulliken_spin:R:1 method="wB97M-V/def2-TZVPD" e_tot_ha=-1941.3276 relative_energy_kcal_mol=46.3 total_charge=+2 multiplicity=5 fmax_ev_per_a=4.663 homo_energy_ev="-12.2 / -14.3"
Os 0.17105 1.04182 1.16675 -0.125 -4.313 1.769 1.468
C 0.82236 0.52608 3.45566 0.904 0.317 -0.664 -0.011
C 1.86801 0.99400 2.59759 0.626 0.406 1.306 0.077
C 0.13876 2.57463 2.58506 -0.548 0.315 1.016 0.175
C -0.24475 1.46698 3.42339 -0.226 0.700 -0.786 -0.045
C 1.47251 2.29422 2.07685 0.728 0.332 0.342 -0.036
C 0.85369 -0.71186 4.28899 0.013 -0.244 -0.102 0.032
H 1.78292 -1.27177 4.13382 -0.280 0.134 0.045 0.000
H 0.00249 -1.37385 4.07425 0.353 0.275 0.244 -0.001
H 0.80945 -0.44737 5.35479 -0.067 0.058 -0.246 0.001
C -1.52234 1.32746 4.17429 -0.409 -0.009 -0.079 -0.027
H -1.35933 1.05363 5.22638 0.110 0.118 -0.289 0.003
H -2.14064 0.54302 3.71895 -0.008 0.271 0.217 0.002
H -2.07139 2.27358 4.14405 -0.014 -0.272 0.086 -0.007
C -0.69668 3.77312 2.29552 -0.146 0.329 0.151 0.019
H -0.61359 4.53947 3.07416 0.092 -0.060 -0.117 0.005
H -1.74809 3.48138 2.22624 0.132 0.146 -0.050 -0.002
H -0.39014 4.20535 1.34065 -0.115 0.119 0.123 0.007
C 2.30843 3.21566 1.26652 0.228 0.277 -0.012 -0.015
H 2.56173 4.11388 1.84092 0.057 -0.117 -0.158 -0.001
H 1.75118 3.52199 0.37282 0.189 0.116 0.127 -0.008
H 3.22792 2.71647 0.94942 -0.104 0.196 0.027 0.001
C 3.26278 0.43986 2.58189 -0.089 0.075 -0.067 -0.037
H 3.83422 0.87118 3.41574 -0.125 -0.066 -0.187 0.003
H 3.78484 0.68812 1.65742 0.005 -0.062 0.095 0.004
H 3.26627 -0.64267 2.71408 0.038 0.040 -0.121 0.004
C -0.45424 -1.83525 1.34581 0.029 -0.080 -0.809 0.328
C 0.81659 -2.23533 1.35503 0.118 0.872 0.452 -0.017
C 1.71620 -2.25739 0.15861 0.827 -0.495 -0.027 0.030
C 2.30433 -0.94589 -0.44920 0.247 0.037 0.553 -0.003
C 1.49130 0.33421 -0.44629 -0.175 0.158 -0.502 -0.141
C 0.09981 0.35860 -0.73753 -0.214 0.856 -0.963 0.717
C -0.74782 -0.85148 -1.01753 -0.659 -0.094 0.288 0.051
C -1.35630 -1.65096 0.15761 -0.114 0.056 -0.308 0.212
H 1.22096 -2.82268 -0.63017 0.025 -0.132 -0.066 -0.003
H 2.59437 -1.20693 -1.48469 -0.168 0.301 0.253 0.001
H 2.59828 -2.83599 0.47937 -0.320 -0.019 -0.456 0.004
H -1.65961 -2.62604 -0.28686 0.140 0.332 0.581 -0.016
H -1.18293 -1.86752 2.45050 0.307 0.001 -0.549 0.267
H 1.27135 -2.57912 2.29145 -0.190 0.352 -0.187 0.016
H -2.28339 -1.15552 0.46118 0.058 -0.057 0.127 0.048
H -1.60836 -0.51076 -1.62349 0.439 -0.267 0.094 -0.003
H -0.28581 1.33923 -1.08069 0.157 -0.697 -0.405 -0.252
H -0.14686 -1.59048 -1.59781 -0.185 0.570 0.322 0.022
H 3.25791 -0.71800 0.05282 -0.315 -0.190 -0.137 0.002
H 2.08772 1.19584 -0.80995 -0.392 -0.465 0.383 -0.018
P -0.44600 -1.45454 -3.73014 -0.807 -0.426 -2.816 0.412
P -0.33867 1.66168 -3.42602 0.120 0.015 -2.801 0.225
C -0.32572 -0.49004 -5.30069 0.061 0.757 0.140 0.038
C -0.85568 0.94013 -5.08652 -0.250 -0.334 0.048 0.009
H -0.94574 -1.01573 -6.04500 0.342 0.012 0.151 0.018
H 0.72733 -0.49332 -5.62986 -0.410 0.041 0.102 -0.004
H -0.44425 1.61366 -5.86340 -0.427 -0.280 0.320 0.004
H -1.96756 0.96381 -5.12555 0.678 -0.005 -0.092 -0.003
C -1.11251 3.30384 -3.69394 -0.312 0.108 0.619 0.042
H -0.59681 4.04894 -3.06520 -0.324 -0.157 -0.332 -0.001
H -2.17218 3.24172 -3.39072 0.409 0.239 -0.227 -0.001
H -1.03342 3.56589 -4.76527 -0.011 -0.014 0.568 0.011
C 1.38978 2.07570 -3.92312 0.161 -0.179 0.580 0.009
H 1.41637 2.36677 -4.98668 0.005 -0.021 0.484 0.006
H 2.03786 1.20381 -3.75800 -0.028 0.305 -0.110 0.001
H 1.74194 2.90667 -3.29313 0.068 -0.272 -0.273 -0.001
C -2.20844 -2.00616 -3.85464 0.183 0.255 0.842 0.032
H -2.44326 -2.64467 -2.98679 -0.101 0.211 -0.376 -0.006
H -2.31521 -2.58968 -4.78300 0.053 0.273 0.342 0.011
H -2.87746 -1.13233 -3.86204 0.145 -0.366 0.014 -0.003
C 0.40906 -3.01435 -4.18979 0.411 0.134 0.676 0.052
H 1.26780 -2.76461 -4.83411 -0.292 -0.228 0.318 -0.001
H -0.29633 -3.68311 -4.70688 0.310 0.250 0.177 0.013
H 0.76295 -3.48739 -3.26001 0.009 -0.146 -0.486 0.004
C -3.03427 -3.29322 4.95470 -0.107 -0.459 0.775 0.024
O -1.91541 -2.90382 4.14094 0.471 -0.127 -0.434 0.010
C -2.19518 -2.03097 3.21296 -2.648 0.937 0.745 0.107
O -3.26019 -1.46292 3.04343 1.784 -0.800 -0.148 0.130
H -3.84420 -3.65166 4.31937 0.060 0.053 0.125 0.002
H -3.35273 -2.43679 5.55099 -0.084 -0.156 -0.068 0.002
H -2.63697 -4.09021 5.59375 -0.301 0.261 -0.178 0.001

[2]
90
Properties=species:S:1:pos:R:3:forces:R:3:lowdin_charge:R:1 method="wB97M-V/def2-TZVPD" e_tot_ha=-11488.9952 relative_energy_kcal_mol=0.0 total_charge=0 fmax_ev_per_a=1.329 homo_energy_ev=-8.9 smiles="COCCCCC[C@]1(/C(Br)=C(/C)Br)C(=O)N[C@@H](CCCN)[C@@H]1Cl.ClCCCl.ClCCCl.ClCCCl.ClCCCl.ClCCCl"
C -0.59183 5.52920 3.31393 0.167 -0.002 0.116 -0.109
O -0.90185 4.21672 2.90225 -0.063 0.162 0.004 -0.234
C -2.02781 4.08111 2.06532 -0.172 -0.661 -0.325 -0.225
C -1.67186 3.70851 0.60517 0.038 0.795 0.453 -0.144
C -0.28201 4.18039 0.15724 0.139 -0.575 -0.438 -0.178
C 0.73414 3.03848 -0.08103 -0.207 0.327 0.251 -0.174
C 1.98056 3.18837 0.79560 0.361 -0.070 -0.284 -0.149
C 2.77663 1.87699 1.07266 -0.553 0.664 -1.009 -0.379
C 4.13703 2.29639 1.62457 0.231 -0.239 0.763 -0.591
Br 5.61056 2.34848 0.39641 -0.012 0.021 0.254 0.867
C 4.44292 2.68007 2.87766 -0.089 -0.217 -0.809 -0.732
C 5.79744 3.11106 3.36438 -0.438 -0.150 0.430 -0.184
Br 3.10586 2.78066 4.22492 0.079 0.061 -0.048 0.809
C 2.87927 1.23894 -0.35631 0.569 -0.265 -0.638 -0.464
O 3.34335 1.76276 -1.33957 -0.220 -0.111 0.604 0.039
N 2.29539 -0.02965 -0.38455 0.046 -0.359 0.832 0.138
C 1.51856 -0.26145 0.82407 -0.047 0.313 0.242 -0.356
C 1.48438 -1.70037 1.34652 -0.107 0.218 -0.651 -0.132
C 0.16550 -2.39285 1.02288 -0.066 -0.306 0.421 -0.221
C -1.03077 -1.86908 1.81182 -0.286 0.315 -0.379 -0.270
N -1.88636 -0.94278 1.03270 0.195 0.083 0.127 0.011
C 2.02983 0.77415 1.85082 -0.396 0.173 0.000 -0.514
Cl 0.56006 1.33788 2.74107 0.273 -0.167 0.145 0.691
H 0.46960 5.71659 3.15380 0.130 -0.030 -0.010 0.081
H -1.14767 6.28834 2.76526 -0.119 0.010 -0.114 0.087
H -0.79889 5.64780 4.37775 -0.064 0.037 0.113 0.085
H -2.66407 4.96577 2.07114 0.165 0.282 0.159 0.111
H -2.63404 3.26941 2.47064 -0.095 -0.008 0.144 0.113
H -2.40780 4.21311 -0.01915 -0.215 -0.200 -0.122 0.105
H -1.80127 2.63848 0.47209 0.140 -0.147 -0.133 0.092
H -0.38650 4.70298 -0.78705 -0.034 0.209 -0.029 0.039
H 0.15964 4.88632 0.85361 -0.145 0.122 0.174 0.096
H 0.25886 2.07302 0.07669 -0.145 -0.063 0.101 0.082
H 1.01186 3.06663 -1.13146 0.227 -0.148 -0.084 0.097
H 2.68529 3.81088 0.24290 0.074 0.177 0.054 0.126
H 1.76444 3.70531 1.72584 -0.144 -0.154 0.213 0.083
H 6.57252 2.46287 2.97720 0.189 0.093 -0.233 0.047
H 5.97038 4.15222 3.10365 0.208 0.055 -0.200 0.088
H 5.82000 3.04429 4.44783 0.020 0.015 0.087 0.050
H 2.92286 -0.79670 -0.58430 0.077 0.151 -0.644 0.142
H 0.49019 0.00969 0.60731 -0.096 0.138 -0.099 0.086
H 2.28233 -2.27691 0.87386 0.281 0.016 0.220 0.115
H 1.63342 -1.66525 2.42322 0.115 -0.251 0.126 0.115
H 0.26064 -3.45839 1.22875 0.117 -0.119 -0.008 0.099
H -0.05133 -2.32528 -0.04110 0.054 0.044 -0.012 0.030
H -1.64927 -2.70404 2.12414 -0.084 -0.226 0.140 0.069
H -0.68136 -1.36493 2.71088 -0.021 0.027 0.186 0.086
H -1.52310 -0.86260 0.09127 -0.095 -0.049 -0.107 0.055
H -1.82270 -0.00893 1.41822 -0.105 0.052 0.059 0.032
H 2.69807 0.30345 2.56440 -0.031 0.013 0.222 0.101
Cl 2.05603 6.57775 -2.41534 -0.009 -0.025 0.040 0.540
C 2.00915 5.51577 -3.84683 0.087 -0.038 -0.071 -0.657
C 0.64849 5.50182 -4.49538 0.061 -0.001 -0.070 -0.652
Cl -0.55886 4.70122 -3.45973 -0.109 -0.020 -0.073 0.578
H 2.30808 4.51911 -3.53119 -0.029 -0.004 0.055 0.067
H 2.74709 5.89484 -4.55161 -0.019 0.043 -0.003 0.072
H 0.69279 4.94346 -5.42877 0.022 -0.048 0.026 0.073
H 0.29454 6.50711 -4.70757 -0.011 0.018 0.073 0.067
Cl -2.28923 -5.47993 0.70323 0.032 0.019 0.094 0.529
C -3.46008 -4.25815 0.12883 -0.049 0.117 -0.003 -0.656
C -4.45760 -3.89255 1.20236 0.243 -0.196 -0.287 -0.738
Cl -5.56569 -5.24551 1.56234 -0.024 -0.008 0.038 0.540
H -3.95205 -4.65726 -0.75362 0.007 -0.095 0.015 0.043
H -2.88843 -3.37788 -0.16171 0.003 0.033 0.093 0.059
H -5.07170 -3.06228 0.86010 0.009 0.007 -0.069 0.056
H -3.97562 -3.60620 2.13160 0.103 -0.261 -0.232 -0.035
Cl -4.99365 -1.91681 3.37486 -0.194 0.441 0.483 0.635
C -4.79722 -1.73229 5.13644 -0.091 0.112 0.053 -0.631
C -3.36127 -1.91945 5.55099 0.056 0.043 0.081 -0.657
Cl -2.81835 -3.60315 5.32943 0.023 0.007 -0.058 0.548
H -5.45258 -2.44971 5.62342 0.034 -0.065 -0.044 0.071
H -5.12630 -0.72810 5.39977 0.043 0.020 -0.037 0.073
H -3.24861 -1.68154 6.60729 -0.034 -0.034 0.015 0.072
H -2.69765 -1.27781 4.97650 -0.004 -0.030 -0.054 0.061
Cl 0.35320 -3.53123 -2.20556 0.049 -0.004 -0.207 0.590
C 0.51827 -5.29713 -2.37789 0.079 -0.160 0.033 -0.638
C -0.45237 -5.85800 -3.38386 0.007 -0.076 -0.072 -0.660
Cl -2.13735 -5.76344 -2.80692 -0.001 -0.001 -0.162 0.558
H 0.37502 -5.74247 -1.39616 -0.084 0.063 0.022 0.061
H 1.53947 -5.49011 -2.70303 -0.020 0.031 -0.070 0.073
H -0.23325 -6.91116 -3.55304 -0.002 -0.014 0.058 0.077
H -0.39098 -5.33787 -4.33557 -0.043 0.059 0.013 0.010
Cl 1.06295 -4.09435 -6.46943 0.044 0.022 0.065 0.559
C 1.05219 -5.15472 -7.90160 0.091 -0.015 -0.066 -0.659
C -0.33188 -5.30533 -8.47567 -0.022 -0.029 -0.089 -0.663
Cl -1.40396 -6.22632 -7.38903 -0.014 0.018 0.024 0.546
H 1.46795 -6.11544 -7.60982 -0.042 -0.012 0.053 0.068
H 1.71233 -4.70196 -8.63928 -0.041 0.048 -0.012 0.072
H -0.28140 -5.85259 -9.41528 0.022 -0.036 0.017 0.072
H -0.79257 -4.33844 -8.65917 -0.016 0.012 0.064 0.068